1:
{
  "formula": "H23O11",
  "method": "ωB97M-V/def2-TZVPD",
  "symbols": ["O", "H", "H", "O", "H", "H", "O", "H", "H", "O", "H", "H", "O", "H", "H", "O", "H", "H", "O", "H", "O", "H", "H", "O", "H", "H", "O", "H", "H", "O", "H", "H", "H", "H"],
  "positions_angstrom": [[-0.9306, 0.8434, -2.9466], [1.2970, -0.4455, -3.1724], [0.4508, 1.2457, 1.5939], [2.5491, -1.0820, 1.1917], [-0.4641, 0.9763, -3.9098], [0.9633, -1.8687, -2.9957], [-2.0572, -2.5076, 1.9934], [0.7448, -2.9137, 1.2705], [-2.2788, -1.4314, -0.4873], [-2.2307, 2.2996, -0.6702], [-2.7957, 1.6413, -0.5414], [3.2719, 2.8577, -1.0579], [0.0671, 0.4763, 2.0217], [-1.1566, -2.1592, 0.9713], [-0.8019, 0.5292, 2.4417], [4.3858, 1.7486, 0.6655], [3.5401, 2.3647, 0.6545], [-1.5715, 0.1779, -3.3371], [1.6754, -1.2554, -2.8468], [-1.7329, -2.6378, 2.8142], [3.0328, 3.7118, -1.1776], [2.3754, -1.2737, 2.1026], [3.5065, -0.9183, 0.9114], [-3.6996, -0.0009, 0.3294], [2.0050, 3.6165, -0.9854], [-4.2312, 0.4264, -0.3704], [0.0599, -2.2406, 1.6339], [-0.8155, -0.6725, -0.5577], [0.5800, -1.2993, 1.5821], [-1.2973, -1.3057, -0.2417], [-2.0168, 2.5955, -1.4882], [4.4073, 1.4019, 1.6176], [-3.9672, 0.1924, 1.2400], [-2.8647, -3.0925, 1.7509]],
  "lowdin_charge": [-0.132, -0.005, 0.069, -0.074, 0.138, 0.022, 0.013, 0.158, 0.134, 0.046, -0.093, -0.075, -0.035, 0.225, 0.074, -0.125, 0.073, 0.063, -0.036, 0.034, -0.041, 0.023, 0.102, -0.054, 0.114, 0.079, -0.113, -0.028, 0.106, 0.030, -0.020, 0.069, 0.077, 0.179],
  "total_charge": 1,
  "e_homo_ev": -13.789,
  "e_lumo_ha": -0.12048
}

2:
{
  "formula": "H23O11",
  "method": "ωB97M-V/def2-TZVPD",
  "symbols": ["O", "H", "H", "O", "H", "H", "O", "H", "H", "O", "H", "H", "O", "H", "H", "O", "H", "H", "O", "H", "O", "H", "H", "O", "H", "H", "O", "H", "H", "O", "H", "H", "H", "H"],
  "positions_angstrom": [[0.0965, -2.2428, 1.5946], [0.4349, -3.0003, -0.1078], [1.5912, -3.3673, 0.9280], [-3.1870, 2.4649, -0.5168], [-0.2301, -1.3680, 1.3276], [2.0505, -2.3177, -0.1166], [-0.7625, -3.6577, -0.5303], [0.9676, 1.0753, -0.1914], [3.0540, 2.7221, -0.1026], [-0.6827, 2.9196, -1.5205], [-0.7059, 3.7876, -1.9178], [3.6813, -1.1869, 0.8109], [-3.6102, -0.6629, 0.1978], [3.9356, 2.7448, 1.0841], [-3.2889, 1.5100, -0.4181], [-0.4586, -0.7601, -3.1070], [0.0470, -1.0485, -3.8734], [-0.1408, -2.3296, 2.5251], [1.5980, -3.2093, -0.0290], [-1.3001, -4.4004, -0.2121], [2.8109, -1.0363, 0.4874], [-0.6412, -4.1347, -1.3775], [-2.3996, 2.7125, -0.0342], [0.1963, 3.6945, 1.5973], [2.4902, -0.3500, 1.0854], [0.3200, 4.6225, 1.8227], [0.3967, 0.8989, 0.5595], [-0.6454, 3.4621, 2.0044], [-0.1335, 1.6643, 0.7575], [3.3825, 2.1329, 0.5851], [-1.5701, 2.6092, -1.2888], [-0.2234, -1.3408, -2.3821], [-2.8232, -1.2192, 0.1187], [-4.2498, -1.3885, 0.2398]],
  "lowdin_charge": [-0.047, 0.151, 0.114, -0.026, 0.059, 0.074, 0.001, 0.036, 0.044, -0.059, 0.045, 0.071, -0.040, 0.047, 0.030, -0.039, 0.044, 0.092, 0.087, 0.118, -0.002, 0.122, 0.013, -0.049, 0.060, 0.053, -0.042, 0.041, -0.006, -0.052, -0.017, -0.002, 0.023, 0.055],
  "total_charge": 1,
  "e_homo_ev": -13.267,
  "e_lumo_ha": -0.12358
}

Stability summary: most stable 2, least stable 1.

1:
{
  "formula": "C3H5NOS2",
  "method": "ωB97M-V/def2-TZVPD",
  "symbols": ["C", "C", "C", "H", "H", "H", "H", "H", "N", "O", "S", "S"],
  "positions_angstrom": [[-0.9468, 0.2757, 0.1007], [1.6452, -0.8211, 0.5750], [2.4202, 0.0298, -0.3955], [0.6704, 1.5558, 0.3790], [-1.0104, 2.1981, 0.4815], [2.1734, -1.7791, 0.6877], [1.6462, -0.4077, 1.5973], [3.0020, -0.5548, -1.1749], [-0.3935, 1.4020, 0.4818], [2.3749, 1.2525, -0.3453], [-2.5766, 0.0865, -0.1976], [-0.0132, -1.1961, -0.0688]],
  "lowdin_charge": [-1.271, -0.455, -0.290, 0.105, 0.097, 0.080, 0.100, 0.141, 0.040, 0.010, 0.540, 0.902],
  "e_homo_ev": -8.444,
  "e_lumo_ha": 0.00081
}

2:
{
  "formula": "C3H5NOS2",
  "method": "ωB97M-V/def2-TZVPD",
  "symbols": ["C", "C", "C", "H", "H", "H", "H", "H", "N", "O", "S", "S"],
  "positions_angstrom": [[-1.9464, -1.1971, 0.1005], [-0.1457, 0.7685, -0.1402], [1.2304, 1.3708, -0.1092], [-2.7053, -1.0155, -0.7992], [-2.3052, -2.3085, 0.7320], [-2.0867, -0.5438, 1.0019], [1.3247, 2.4009, -0.3385], [3.3219, -0.7850, 0.0557], [2.3769, 0.8446, -0.0729], [2.4459, -0.5132, 0.0529], [-0.2278, -0.9372, -0.3855], [-1.2827, 1.9156, -0.0975]],
  "lowdin_charge": [-0.477, -1.101, -0.291, 0.072, 0.136, 0.001, 0.079, 0.065, -0.001, -0.083, 0.882, 0.719],
  "e_homo_ev": -8.846,
  "e_lumo_ha": -0.02622
}

Stability summary: most stable 1, least stable 2.